92
Properties=species:S:1:pos:R:3:forces:R:3:lowdin_charge:R:1 method="wB97M-V/def2-TZVPD" e_above_lowest_kcal_mol=0.0 charge=0 homo_energy_ev=-9.5
C 4.519 1.559 -0.474 0.477 -0.802 -0.607 -0.03
C 4.244 0.221 -1.160 0.003 0.566 0.210 -0.48
C 5.382 -0.763 -1.069 0.154 -0.450 -0.045 -0.05
O 3.066 -0.311 -0.526 0.395 -0.364 -0.857 -0.09
H 4.922 1.329 0.513 -0.392 0.319 0.245 0.08
H 3.598 2.134 -0.476 0.087 0.215 0.361 0.07
H 5.306 2.097 -1.006 -0.107 0.081 -0.064 0.08
H 4.064 0.369 -2.234 -0.340 0.194 0.090 0.12
H 5.112 -1.670 -1.618 0.017 -0.058 0.161 0.08
H 5.594 -1.029 -0.032 0.016 0.032 -0.027 0.08
H 6.291 -0.387 -1.542 -0.006 0.173 0.083 0.08
H 2.787 -1.038 -1.117 -0.438 0.045 0.413 0.06
C -0.819 1.790 1.861 0.036 0.357 -0.697 -0.06
C 0.265 0.788 1.512 -0.411 -0.276 -0.119 -0.48
C -0.353 -0.461 0.894 -0.330 -0.414 0.318 -0.05
O 1.134 1.392 0.568 0.284 0.162 0.004 -0.08
H -0.394 2.730 2.216 0.050 -0.179 0.386 0.08
H -1.540 1.361 2.554 0.079 0.125 0.197 0.08
H -1.355 2.072 0.948 -0.060 -0.219 -0.022 0.08
H 0.803 0.539 2.435 0.181 -0.094 -0.052 0.13
H -0.950 -0.194 0.024 0.152 0.045 -0.112 0.05
H -1.037 -0.991 1.566 0.074 0.209 0.220 0.08
H 0.391 -1.205 0.606 0.183 0.140 -0.127 0.06
H 1.825 0.756 0.294 -0.130 0.069 0.142 0.04
C -3.250 4.598 2.033 0.545 0.923 -0.948 -0.06
C -4.272 3.779 1.241 0.333 0.006 1.073 -0.49
C -4.757 2.567 2.016 -0.691 -0.183 -0.353 -0.05
O -5.408 4.598 0.993 -0.232 -0.102 -0.288 -0.05
H -3.724 5.154 2.840 -0.055 -0.380 0.266 0.08
H -2.840 5.381 1.376 -0.245 0.001 -0.061 0.08
H -2.334 4.097 2.345 -0.377 -0.476 0.286 0.05
H -3.835 3.408 0.309 0.057 0.169 -0.094 0.13
H -5.343 1.948 1.330 0.277 -0.229 0.077 0.07
H -5.470 2.804 2.809 0.278 0.413 0.118 0.08
H -3.926 2.010 2.442 0.012 -0.120 -0.116 0.06
H -5.182 5.278 0.351 0.073 -0.030 0.022 0.09
C 3.649 -0.866 3.562 -1.086 -0.596 -0.215 -0.05
C 3.160 -0.403 4.911 0.894 0.691 1.194 -0.49
C 2.357 -1.427 5.695 -0.164 -0.605 -0.556 -0.06
O 4.343 -0.023 5.664 -0.247 -0.121 -0.118 -0.07
H 2.756 -1.272 3.068 0.217 0.150 -0.342 0.07
H 4.352 -1.697 3.617 0.145 0.113 0.288 0.09
H 4.062 -0.074 2.945 0.040 0.130 0.108 0.07
H 2.548 0.503 4.832 -0.059 -0.078 -0.409 0.13
H 1.525 -1.768 5.070 -0.013 -0.014 0.131 0.07
H 1.927 -1.055 6.625 0.126 0.283 -0.022 0.08
H 2.963 -2.303 5.940 0.076 0.048 -0.070 0.08
H 4.061 0.235 6.548 0.039 0.011 -0.051 0.08
C -0.055 -4.304 1.315 0.393 0.452 0.078 -0.05
C -0.998 -4.531 0.158 -0.268 -0.518 -0.234 -0.48
C -2.455 -4.663 0.579 -0.089 -0.148 0.447 -0.05
O -0.819 -3.460 -0.783 0.152 -0.200 -0.030 -0.08
H -0.240 -3.339 1.793 -0.224 -0.083 0.068 0.07
H 0.985 -4.261 0.980 -0.062 -0.115 -0.149 0.08
H -0.121 -5.095 2.059 -0.146 -0.010 -0.019 0.08
H -0.733 -5.479 -0.329 0.202 0.089 -0.008 0.14
H -3.096 -5.154 -0.155 0.181 0.190 -0.283 0.08
H -2.892 -3.695 0.829 0.075 0.025 0.055 0.08
H -2.500 -5.313 1.458 -0.044 0.145 0.055 0.08
H -1.225 -3.747 -1.610 -0.087 0.192 0.050 0.09
C -5.031 -0.499 -1.285 0.144 0.259 0.327 -0.05
C -3.559 -0.713 -1.628 -0.201 0.335 -0.144 -0.50
C -3.381 -1.903 -2.560 -0.026 -0.327 0.271 -0.06
O -3.066 0.477 -2.215 -0.201 0.256 -0.167 -0.07
H -5.679 -0.428 -2.160 0.149 -0.240 -0.154 0.08
H -5.167 0.444 -0.752 0.184 -0.047 0.074 0.06
H -5.372 -1.299 -0.624 -0.142 -0.059 -0.140 0.08
H -3.003 -0.890 -0.698 -0.105 -0.183 0.004 0.12
H -3.840 -1.735 -3.534 0.022 0.210 0.004 0.08
H -3.867 -2.781 -2.123 0.133 -0.045 -0.017 0.07
H -2.319 -2.120 -2.699 -0.011 0.034 -0.095 0.06
H -2.094 0.519 -2.142 0.150 -0.154 0.072 0.03
O 1.671 -2.410 -1.968 -0.013 -0.049 0.211 -0.05
H 1.020 -2.729 -1.316 -0.060 0.019 -0.233 0.02
H 1.216 -2.463 -2.815 0.079 0.082 0.027 0.05
C -0.124 3.093 -2.458 -0.441 0.861 -0.850 -0.05
C 0.038 1.765 -3.176 -0.216 -0.202 0.904 -0.40
C 1.378 1.657 -3.885 -0.367 -0.433 -0.094 -0.19
O 1.448 0.354 -4.456 0.097 0.312 -0.152 -0.21
C 2.530 0.206 -5.358 -0.649 -0.889 0.155 -0.10
N -0.171 0.674 -2.194 0.605 -0.146 -0.735 0.06
H 0.060 3.922 -3.156 0.370 -0.126 0.091 0.08
H 0.518 3.211 -1.587 0.063 -0.170 0.036 0.08
H -1.163 3.287 -2.181 0.025 -0.456 0.326 0.08
H -0.753 1.638 -3.920 0.079 0.171 -0.140 0.14
H 2.215 1.778 -3.188 0.037 0.248 0.044 0.13
H 1.413 2.407 -4.683 0.218 0.105 0.034 0.13
H 2.391 -0.790 -5.788 0.182 0.073 -0.048 0.09
H 3.486 0.207 -4.828 0.130 0.346 -0.144 0.08
H 2.469 0.922 -6.179 0.256 0.235 0.134 0.09
H 0.225 -0.151 -2.649 -0.283 -0.082 0.270 0.07
H 0.438 0.834 -1.391 -0.211 0.161 0.076 0.05